Record 1
Molecular formula: C58H49GeIrNP3S4
Method: DFT, ωB97M-V/def2-TZVPD

Geometry as XYZ:
```
117
Properties=species:S:1:pos:R:3
Ir -0.39351 -1.44542 0.37712
S -2.65186 -2.09985 0.90626
P -2.04412 0.17342 0.47794
C -1.22281 1.70198 0.16539
P 0.38306 2.22715 -0.21952
S 2.11635 1.28737 -0.23767
C 0.10555 3.08008 -1.80902
C -1.05709 3.82200 -1.98012
C -1.29288 4.46006 -3.18085
C -0.37151 4.35755 -4.21374
C 0.78262 3.60900 -4.04561
C 1.01972 2.96394 -2.84404
C 0.52034 3.61838 0.96415
C 0.62290 4.94976 0.59219
C 0.70893 5.93189 1.56231
C 0.70663 5.58912 2.90393
C 0.63772 4.25640 3.27918
C 0.53543 3.27924 2.31079
C -3.30045 0.35640 -0.84481
C -3.69052 -0.68095 -1.67962
C -4.60141 -0.45253 -2.69408
C -5.09748 0.81912 -2.92133
C -4.69680 1.86221 -2.10232
C -3.81261 1.63117 -1.06808
C -2.86443 0.73736 2.00131
C -2.04903 0.82323 3.12301
C -2.51801 1.38644 4.29132
C -3.81490 1.87584 4.34317
C -4.64525 1.74668 3.24259
C -4.17948 1.17430 2.07198
H -1.76340 3.89202 -1.16465
H -2.19288 5.04651 -3.31339
H -0.55326 4.86869 -5.14971
H 1.50065 3.53319 -4.85189
H 1.90964 2.36726 -2.69199
H 0.63888 5.22064 -0.45309
H 0.78025 6.97023 1.26380
H 0.76628 6.36484 3.65420
H 0.66437 3.98368 4.32530
H 0.47370 2.23833 2.59349
H -3.28423 -1.67401 -1.54090
H -4.91375 -1.27824 -3.31609
H -5.78850 0.99364 -3.73476
H -5.07419 2.86111 -2.27370
H -3.49923 2.44053 -0.42373
H -1.04402 0.41963 3.04894
H -1.86645 1.45852 5.15029
H -4.17810 2.35304 5.24270
H -5.66426 2.10881 3.28707
H -4.83759 1.06424 1.22181
C 2.41201 -4.66489 -0.91766
C 1.45974 -3.73533 -0.38758
N 0.70564 -2.96147 0.02295
H 3.38653 -4.50107 -0.45302
H 2.48213 -4.50654 -1.99380
H 2.08609 -5.68823 -0.73032
S -0.94772 -3.38513 -3.42984
P -0.59225 -1.46727 -3.59245
S -0.30632 -0.35205 -1.93451
C 0.87992 -1.18108 -4.64264
C 2.06415 -0.67334 -4.13318
C 3.15485 -0.52320 -4.97207
C 3.06175 -0.88309 -6.30613
C 1.87587 -1.39405 -6.81084
C 0.78364 -1.54225 -5.97961
C -1.84309 -0.55055 -4.56518
C -2.91844 -1.20724 -5.13672
C -3.83571 -0.49736 -5.89036
C -3.67515 0.86718 -6.06915
C -2.60348 1.52506 -5.48540
C -1.68505 0.82029 -4.73324
H 2.11800 -0.38602 -3.09121
H 4.08067 -0.12583 -4.58140
H 3.91522 -0.76816 -6.95941
H 1.80395 -1.68032 -7.85112
H -0.15246 -1.93839 -6.35315
H -3.02192 -2.27367 -4.97899
H -4.68042 -1.00617 -6.33354
H -4.38828 1.41802 -6.66742
H -2.48099 2.59142 -5.61997
H -0.84586 1.32049 -4.26905
C 0.72831 -0.71803 2.02727
Ge 1.91101 -1.72005 3.15928
C 1.19407 -3.56652 3.09610
C -0.19055 -3.65766 3.03012
C -0.82801 -4.87842 2.93379
C -0.07584 -6.04054 2.90908
C 1.30512 -5.96958 2.98877
C 1.93429 -4.73862 3.07757
C 1.75519 -1.18488 5.09069
C 2.77691 -1.22146 6.02950
C 2.56102 -0.83195 7.33966
C 1.30091 -0.43097 7.74899
C 0.25616 -0.44427 6.83826
C 0.48922 -0.80768 5.52574
C 3.74973 -1.53595 2.39131
C 3.83646 -1.50172 1.00351
C 5.03360 -1.24686 0.36220
C 6.17925 -1.00741 1.10538
C 6.10778 -1.02524 2.48660
C 4.90321 -1.27932 3.11728
H 1.02202 0.32816 1.94874
H -0.77321 -2.74414 3.04740
H -1.90582 -4.92248 2.87001
H -0.56053 -7.00319 2.83329
H 1.88715 -6.88313 2.98407
H 3.01624 -4.68596 3.12941
H 3.76070 -1.56697 5.74822
H 3.38392 -0.83844 8.04411
H 1.13471 -0.10867 8.76842
H -0.74128 -0.16534 7.15334
H -0.32791 -0.80646 4.81703
H 2.93765 -1.64099 0.41792
H 5.05973 -1.20601 -0.71806
H 7.12000 -0.79779 0.61480
H 6.98755 -0.81548 3.08511
H 4.86922 -1.25966 4.19555
```

The expectation value of S² is 0.876. The value obtained for the LUMO energy (spin up / spin down) is 0.89 / 1.01 eV. The gap between HOMO and LUMO (spin up / spin down) is 4.898 / 4.592 eV. As for the total charge: -1. As for the HOMO energy (spin up / spin down): -0.1474 / -0.1316 hartree. The electronic energy comes out at -7092.33614 hartree. As for the spin multiplicity: 2.

***

Record 2
Molecular formula: C58H49N3OP2SSc
Method: DFT, ωB97M-V/def2-TZVPD

Geometry as XYZ:
```
115
Properties=species:S:1:pos:R:3
Sc 0.35009 0.47445 0.55383
C -4.43797 -0.07024 0.23254
C -3.07441 0.01807 -0.08642
N -2.10293 0.04439 0.79545
C -2.43495 -0.09803 2.11040
C -3.77500 -0.19188 2.53306
C -4.78605 -0.16464 1.54740
C -4.07280 -0.29097 3.91377
C -3.04539 -0.27016 4.81210
C -1.70135 -0.19336 4.39630
C -1.36236 -0.14075 3.05948
N -0.09549 -0.05763 2.52839
C 1.00819 -0.16338 3.37520
C 1.20732 -1.11290 4.34822
C 2.37834 -1.10466 5.13561
C 3.34359 -0.15561 4.96149
C 3.18928 0.82518 3.95111
C 4.14195 1.83471 3.69616
C 3.92249 2.72229 2.68209
C 2.76456 2.58191 1.89657
N 1.84480 1.66669 2.10607
C 2.03501 0.80393 3.14680
H -5.17090 -0.06534 -0.56131
H -2.79249 0.06979 -1.12066
H -5.82228 -0.22636 1.85483
H -5.10578 -0.35862 4.22451
H -3.25125 -0.31585 5.87300
H -0.93413 -0.17725 5.15549
H 0.45525 -1.87042 4.53061
H 2.50077 -1.86535 5.89471
H 4.23481 -0.14537 5.57384
H 5.03682 1.88877 4.30313
H 4.62724 3.50783 2.45109
H 2.62217 3.24416 1.05027
O 0.59215 1.06418 -3.37886
S -0.42654 0.65912 -2.39684
C -0.95708 -0.99599 -2.90849
C -1.12260 -1.11978 -4.28692
C -1.56451 -2.31361 -4.82962
C -1.82954 -3.38811 -3.99089
C -1.56848 -3.28561 -2.63626
C -1.09514 -2.10125 -2.06067
P -0.35044 -2.17439 -0.37953
C -1.60928 -2.96117 0.70278
C -1.27339 -3.19877 2.03484
C -2.18409 -3.76723 2.90886
C -3.45812 -4.09485 2.47475
C -3.81386 -3.84553 1.15837
C -2.89717 -3.28416 0.27968
C 0.90723 -3.49912 -0.54378
C 1.63542 -3.81333 0.60379
C 2.65324 -4.75243 0.56522
C 2.97016 -5.38608 -0.62528
C 2.27176 -5.06564 -1.77641
C 1.25703 -4.12195 -1.74101
C -1.90822 1.65687 -2.73539
C -3.07469 1.08232 -3.23329
C -4.21118 1.84378 -3.46885
C -4.18794 3.19718 -3.21197
C -3.02592 3.77321 -2.72614
C -1.86410 3.04248 -2.46912
P -0.57364 4.19987 -1.81418
C 1.05303 3.81128 -2.51775
C 2.12800 3.30681 -1.80080
C 3.37668 3.18058 -2.39460
C 3.55123 3.53809 -3.71939
C 2.47701 4.03515 -4.44845
C 1.24565 4.19463 -3.84533
C -0.45974 3.80774 -0.03125
C 0.38881 4.61541 0.74024
C 0.28934 4.63571 2.11788
C -0.65641 3.85137 2.77046
C -1.50689 3.05395 2.02872
C -1.41184 3.03439 0.63552
H -0.91259 -0.26714 -4.91847
H -1.70666 -2.40176 -5.89798
H -2.18380 -4.32464 -4.39924
H -1.67365 -4.16794 -2.01585
H -0.30170 -2.91274 2.41338
H -1.90376 -3.93665 3.94035
H -4.17222 -4.53014 3.16033
H -4.80670 -4.09122 0.80545
H -3.20682 -3.08916 -0.73733
H 1.42553 -3.32200 1.54296
H 3.19923 -4.98246 1.47019
H 3.76947 -6.11328 -0.65798
H 2.52503 -5.53908 -2.71521
H 0.75982 -3.86707 -2.66080
H -3.13184 0.02352 -3.41421
H -5.10070 1.36703 -3.85655
H -5.06134 3.80942 -3.38758
H -3.00832 4.84012 -2.54084
H 1.99334 2.97794 -0.77226
H 4.20451 2.77857 -1.82621
H 4.52076 3.43452 -4.18726
H 2.60934 4.31888 -5.48321
H 0.42250 4.61308 -4.41412
H 1.10558 5.26378 0.24865
H 0.94815 5.27604 2.69031
H -0.73920 3.88323 3.84841
H -2.26581 2.46238 2.52175
H -2.14509 2.47493 0.06740
C 2.66157 -1.43340 -2.33098
C 3.03046 -0.17563 -1.57027
C 4.55303 -0.09939 -1.44883
C 2.36996 -0.08139 -0.18955
H 3.12208 -1.44598 -3.32053
H 1.58340 -1.52289 -2.48296
H 2.99664 -2.32259 -1.79287
H 2.69995 0.67488 -2.16974
H 4.93685 -0.95949 -0.89328
H 4.86780 0.79505 -0.90499
H 5.03774 -0.08936 -2.42687
H 2.96259 0.65194 0.36840
H 2.55180 -1.02843 0.36323
```

The value obtained for the LUMO energy is -2.50 eV. The gap between HOMO and LUMO is 7.086 eV. As for the total charge: +1. As for the HOMO energy: -0.3524 hartree. The electronic energy comes out at -4320.59905 hartree.